1.
DFT (the ωB97M-V functional and the def2-TZVPD basis) results for a cluster of 2 separate species, C3H4F2 in total in a non-equilibrium geometry.

```
9
C3H4F2 | OMol25 | the ωB97M-V functional and the def2-TZVPD basis
C 0.05956 -1.60371 0.10600
C -0.01387 -0.63424 -0.72912
C -0.04054 1.54614 0.26173
F -0.31260 -0.52905 -2.01571
F 1.19726 1.71048 0.71180
H -0.12488 -2.56924 -0.17889
H 0.37455 -1.38911 1.18548
H -0.38627 2.34862 -0.26263
H -0.75321 1.12012 0.92135
```

Gap between HOMO and LUMO (spin up / spin down): 0.344 / 0.344 hartree
ΔE to the lowest compared entry with this formula, charge and spin: 401.0 kJ/mol

Atom charges from the Mulliken analysis, given in e for atoms 1 to 6: number 1, C, carries -0.60; number 2, C, carries 0.16; number 3, C, carries -0.35; number 4, F, carries -0.18; number 5, F, carries -0.21; number 6, H, carries 0.36


2.
DFT (the ωB97M-V functional and the def2-TZVPD basis) results for a cluster of 3 separate species, C30H30N2O8 in total.

```
70
C30H30N2O8 | OMol25 | the ωB97M-V functional and the def2-TZVPD basis
C 2.70158 -2.06814 3.02164
C 2.57548 -1.76119 1.50629
C 1.71120 -2.81019 0.78699
C 2.16174 -0.28548 1.25021
C 1.14694 -0.03373 0.13262
C -0.32184 -0.02219 0.51054
C -1.26987 0.33231 -0.36502
C -2.71223 0.38334 -0.00766
O -3.56784 0.14288 -0.83116
C -2.99730 0.75636 1.41208
C -4.14314 1.44028 1.82806
C -5.27700 1.81375 0.90580
C -6.55903 0.97754 1.18728
C -6.73760 -0.20916 0.28295
O -7.54236 -0.27627 -0.60586
O -5.90165 -1.22830 0.59260
C -4.23225 1.79352 3.17574
C -3.25141 1.45290 4.09398
C -2.14089 0.72523 3.68490
C -2.01767 0.39619 2.34516
C -0.81250 -0.36536 1.88579
O -0.30230 -1.20189 2.59217
H 2.33233 -1.24050 3.62653
H 2.07160 -2.91926 3.28482
H 3.72441 -2.31723 3.29933
H 3.57787 -1.86908 1.09252
H 1.77448 -3.75617 1.32935
H 2.10222 -3.01628 -0.21136
H 0.65630 -2.55056 0.74333
H 3.06777 0.25788 0.97200
H 1.82335 0.18408 2.17519
H 1.33800 0.96955 -0.25841
H 1.30535 -0.71945 -0.70041
H -1.03111 0.60417 -1.38877
H -5.54157 2.85168 1.11133
H -4.98517 1.70336 -0.13266
H -6.50257 0.60309 2.21074
H -7.43790 1.61230 1.11487
H -6.31150 -2.05164 0.29497
H -5.09803 2.35572 3.50811
H -3.33459 1.74306 5.13321
H -1.36064 0.42613 4.37127
O 3.07698 3.47904 -0.89492
N 2.71547 4.63323 -0.78543
O 3.45303 5.57587 -0.58754
C 1.27140 4.90717 -0.89587
C 0.40859 3.84633 -1.09209
C -0.94971 4.09927 -1.17224
C -1.42533 5.39949 -1.06440
C -0.53907 6.45268 -0.87835
C 0.82326 6.21034 -0.79056
H 0.79082 2.84108 -1.17877
H -1.63942 3.27847 -1.31872
H -2.48837 5.59209 -1.12379
H -0.90856 7.46555 -0.79677
H 1.52330 7.01854 -0.64128
O 5.50480 -1.72363 -2.91311
N 4.90167 -2.57633 -2.29709
O 4.55581 -2.47943 -1.13602
C 4.56044 -3.82266 -3.00536
C 4.96344 -3.97499 -4.31890
C 4.65101 -5.15438 -4.97556
C 3.94542 -6.15311 -4.31726
C 3.54580 -5.97567 -2.99921
C 3.85421 -4.80157 -2.33106
H 5.51037 -3.18903 -4.81751
H 4.96040 -5.29374 -6.00217
H 3.70688 -7.07372 -4.83321
H 2.99460 -6.75316 -2.48857
H 3.55213 -4.65091 -1.30533
```

Gap between HOMO and LUMO: 0.323 hartree
SMILES: CC(C)CCC1=CC(=O)c2c(CCC(=O)O)cccc2C1=O.O=[N+]([O-])c1ccccc1.O=[N+]([O-])c1ccccc1

Atom charges from the Mulliken analysis, given in e for atoms 1 to 6: number 1, C, carries -1.53; number 2, C, carries 1.16; number 3, C, carries -1.56; number 4, C, carries -1.75; number 5, C, carries -0.08; number 6, C, carries 0.59


3.
DFT (the ωB97M-V functional and the def2-TZVPD basis) results for an isolated molecule of C3H4BrCl in a non-equilibrium geometry.

```
9
C3H4BrCl | OMol25 | the ωB97M-V functional and the def2-TZVPD basis
C 0.46660 -0.81528 -0.95345
C -0.35678 -0.49076 0.00097
Br -2.06872 -1.25837 0.12610
C -0.09527 0.71846 0.82819
Cl 0.64171 1.90926 -0.31917
H 0.36861 -1.63790 -1.70726
H 1.36048 -0.24454 -0.91449
H -0.99705 1.20554 1.42436
H 0.68041 0.61360 1.51474
```

Gap between HOMO and LUMO: 0.378 hartree
ΔE to the lowest compared entry with this formula, charge and spin: 69.6 kJ/mol
SMILES: C=C(Br)CCl

Atom charges from the Mulliken analysis, given in e for atoms 1 to 6: number 1, C, carries -0.63; number 2, C, carries 0.27; number 3, Br, carries -0.15; number 4, C, carries -0.38; number 5, Cl, carries -0.21; number 6, H, carries 0.27


4.
DFT (the ωB97M-V functional and the def2-TZVPD basis) results for a cluster of 2 separate species, C3H7OS in total in a non-equilibrium geometry.

```
12
C3H7OS | OMol25 | the ωB97M-V functional and the def2-TZVPD basis
C 1.49300 3.01090 -0.18070
S 1.45187 1.18389 -0.14139
H 1.00183 3.51704 0.73031
H 0.73824 3.47003 -0.87925
H 2.46076 3.45694 -0.12924
O -1.91750 -3.68012 0.02567
C -1.59491 -2.53279 -0.32993
C -0.54190 -1.78793 0.29671
H -2.09457 -1.91340 -1.07963
H -1.05172 -1.84109 1.30329
H 0.40972 -2.20672 0.35593
H -0.35482 -0.67676 0.02824
```

Net charge: -1
Gap between HOMO and LUMO: 0.227 hartree
ΔE to the lowest compared entry with this formula, charge and spin: 157.2 kJ/mol

Atom charges from the Mulliken analysis, given in e for atoms 1 to 6: number 1, C, carries -0.84; number 2, S, carries -0.65; number 3, H, carries 0.18; number 4, H, carries 0.20; number 5, H, carries 0.24; number 6, O, carries -0.57


5.
DFT (the ωB97M-V functional and the def2-TZVPD basis) results for a structure of composition C60H57FGeNOP3SeSiTi in a non-equilibrium geometry.

```
127
C60H57FGeNOP3SeSiTi | OMol25 | the ωB97M-V functional and the def2-TZVPD basis
Ti -0.25430 0.00240 0.20010
F 4.04440 2.92840 3.72500
Ge 2.92840 1.96960 2.58170
C 4.54790 0.90470 1.95490
C 5.78010 1.07840 2.56990
C 6.93890 0.64550 1.95580
C 6.87740 0.04760 0.70720
C 5.65370 -0.16990 0.10670
C 4.48180 0.24980 0.73700
P 2.83490 -0.17730 0.01700
C 3.40740 -1.91590 -0.29450
C 3.83080 -2.59560 0.84620
C 4.30200 -3.89000 0.77540
C 4.36660 -4.53230 -0.45070
C 3.96400 -3.86340 -1.59210
C 3.48930 -2.56360 -1.51840
C 3.09250 0.56820 -1.63250
C 3.99660 1.61100 -1.81020
C 4.24640 2.11100 -3.07490
C 3.59610 1.57370 -4.17350
C 2.64120 0.58420 -3.99680
C 2.36850 0.10310 -2.72960
C 2.96950 3.59750 1.30730
C 3.86680 4.62610 1.55320
C 3.78860 5.81610 0.85340
C 2.76040 6.01280 -0.05160
C 1.88170 4.98590 -0.32400
C 2.02850 3.74850 0.30270
P 0.81310 2.40570 -0.01530
C -0.49860 3.52130 0.62410
C -0.53000 3.66410 2.00800
C -1.32820 4.62820 2.59240
C -2.09840 5.45750 1.79330
C -2.08250 5.30680 0.41710
C -1.28190 4.34570 -0.17260
C 0.57520 2.45730 -1.84850
C 1.19630 3.30790 -2.75830
C 0.88000 3.24360 -4.10450
C -0.02050 2.30580 -4.57910
C -0.58210 1.39650 -3.69810
C -0.27630 1.47360 -2.35280
C 1.77090 1.53690 4.32050
C 2.21640 2.03380 5.53580
C 1.58980 1.68450 6.71960
C 0.51500 0.80880 6.70430
C 0.05390 0.32820 5.49750
C 0.66330 0.71340 4.30180
P -0.03590 -0.01690 2.75850
C 0.33550 -1.72750 3.32910
C -0.57930 -2.69940 3.71220
C -0.13990 -3.95770 4.09090
C 1.21170 -4.25200 4.11260
C 2.13420 -3.26860 3.79200
C 1.69570 -2.01940 3.40270
C -1.80980 0.20630 3.16010
C -2.23320 1.35430 3.82470
C -3.57910 1.60050 4.01120
C -4.52330 0.70030 3.54850
C -4.11630 -0.43250 2.86570
C -2.77130 -0.66140 2.64310
H 5.82860 1.56880 3.52860
H 7.89340 0.79310 2.44100
H 7.78640 -0.25500 0.20870
H 5.60470 -0.65780 -0.85850
H 3.81190 -2.08510 1.79730
H 4.62390 -4.39800 1.67350
H 4.74110 -5.54290 -0.51170
H 4.02120 -4.35130 -2.55450
H 3.21100 -2.05990 -2.43090
H 4.51190 2.02780 -0.95680
H 4.95880 2.91500 -3.20460
H 3.81350 1.94550 -5.16390
H 2.10040 0.19400 -4.84750
H 1.58320 -0.63170 -2.58540
H 4.61510 4.50960 2.31980
H 4.49610 6.60860 1.04780
H 2.62690 6.97400 -0.52610
H 1.04380 5.16720 -0.98030
H 0.09200 3.02090 2.62480
H -1.34130 4.74660 3.66710
H -2.71260 6.22100 2.24660
H -2.69130 5.95030 -0.20430
H -1.27950 4.22060 -1.24750
H 1.95090 4.00610 -2.43440
H 1.35140 3.93000 -4.79290
H -0.25390 2.26550 -5.63280
H -1.24510 0.62090 -4.05610
H -0.69770 0.73630 -1.66730
H 3.06520 2.69580 5.56550
H 1.95150 2.08440 7.65640
H 0.04480 0.50250 7.62870
H -0.78800 -0.35270 5.47190
H -1.63580 -2.47450 3.74040
H -0.86020 -4.71150 4.37500
H 1.54500 -5.24020 4.39080
H 3.19250 -3.47600 3.84710
H 2.40650 -1.23580 3.16050
H -1.50350 2.06920 4.17750
H -3.89200 2.50970 4.50310
H -5.57480 0.90230 3.68580
H -4.84740 -1.11790 2.46110
H -2.46500 -1.48640 2.00980
N -3.23010 -2.61710 -0.64700
C -1.97350 -2.13890 -0.63580
O -1.66010 -1.13190 -1.26560
C -0.92520 -2.88080 0.15900
C 0.34840 -2.02760 0.10850
H -3.94850 -2.05990 -1.08460
H -3.49330 -3.40440 -0.08140
H -0.77650 -3.87540 -0.29110
H -1.26080 -3.04330 1.19000
H 0.80420 -2.20960 -0.88520
H 1.06480 -2.41140 0.84710
C -5.41610 2.98760 0.33350
Si -4.39950 2.02020 -0.95740
C -3.92220 3.21260 -2.37580
C -5.42120 0.54470 -1.63950
Se -2.62100 1.21140 0.21050
H -6.32970 3.39800 -0.08150
H -4.81610 3.80370 0.72280
H -5.66860 2.34060 1.16640
H -4.76710 3.37020 -3.03730
H -3.09010 2.84070 -2.96550
H -3.64260 4.17660 -1.96490
H -6.32780 0.88890 -2.12700
H -5.70810 -0.11210 -0.82360
H -4.85030 -0.03190 -2.36140
```

Gap between HOMO and LUMO (spin up / spin down): 0.218 / 0.221 hartree
Spin multiplicity: 3

Atom charges from the Mulliken analysis, given in e for atoms 1 to 6: number 1, Ti, carries -2.71; number 2, F, carries -0.60; number 3, Ge, carries 2.52; number 4, C, carries -0.27; number 5, C, carries -0.11; number 6, C, carries -0.87


6.
DFT (the ωB97M-V functional and the def2-TZVPD basis) results for a structure of composition C3H6BrIO in a non-equilibrium geometry.

```
12
C3H6BrIO | OMol25 | the ωB97M-V functional and the def2-TZVPD basis
C 1.88018 -0.48369 0.08082
C -1.44131 0.99575 0.28179
C -0.07765 -0.00372 -0.28596
O -0.53581 -1.28945 -0.43605
Br 3.02077 1.01240 -0.04889
I -3.28274 0.01323 -0.06869
H 1.97557 -1.15792 -0.75621
H 1.91279 -0.94266 1.05914
H -1.32912 1.19569 1.34485
H -1.38464 1.90567 -0.29451
H 0.10826 0.39863 -1.28338
H -0.84631 -1.64394 0.40709
```

Gap between HOMO and LUMO: 0.338 hartree
ΔE to the lowest compared entry with this formula, charge and spin: 255.3 kJ/mol

Atom charges from the Mulliken analysis, given in e for atoms 1 to 6: number 1, C, carries -0.49; number 2, C, carries -0.81; number 3, C, carries -0.11; number 4, O, carries -0.49; number 5, Br, carries -0.14; number 6, I, carries 0.08


7.
DFT (the ωB97M-V functional and the def2-TZVPD basis) results for a structure of composition C7H7I2N4PdS4Sb.

```
26
C7H7I2N4PdS4Sb | OMol25 | the ωB97M-V functional and the def2-TZVPD basis
Pd 1.47749 -0.22819 -0.34356
N 1.53941 -0.09645 4.53027
C 1.48837 0.02720 3.20080
S 3.06776 0.31614 2.42923
N 0.31774 0.04838 2.63819
N 0.23059 0.28498 1.29800
C -0.91042 0.72244 0.91318
C -1.16459 0.95088 -0.50432
C -2.36356 1.47653 -0.94987
C -2.55359 1.64670 -2.31385
C -1.54212 1.28180 -3.18219
C -0.36664 0.76046 -2.66240
N -0.17728 0.60468 -1.35476
H 2.41440 -0.28443 4.98721
H 0.68038 -0.14823 5.05606
H -1.68469 0.91625 1.64792
H -3.13269 1.74277 -0.23826
H -3.48270 2.05386 -2.68856
H -1.64914 1.39081 -4.25162
H 0.44718 0.45830 -3.30651
S 0.09550 -3.43194 1.65471
Sb 1.58013 -2.98200 -1.41620
S -0.47564 -2.69416 -0.06715
S 3.09093 -1.09560 0.96663
I 3.01247 -0.64433 -2.41746
I 0.06072 -3.07686 -3.62548
```

Net charge: +1
Gap between HOMO and LUMO (spin up / spin down): 0.247 / 0.230 hartree
ΔE to the lowest compared entry with this formula, charge and spin: 0.0 kJ/mol
Spin multiplicity: 2

Atom charges from the Mulliken analysis, given in e for atoms 1 to 6: number 1, Pd, carries 0.54; number 2, N, carries -0.36; number 3, C, carries 0.51; number 4, S, carries -0.17; number 5, N, carries -0.99; number 6, N, carries 0.53


8.
DFT (the ωB97M-V functional and the def2-TZVPD basis) results for a structure of composition C3H11N4O in a non-equilibrium geometry.

```
19
C3H11N4O | OMol25 | the ωB97M-V functional and the def2-TZVPD basis
C 1.52382 -0.58922 0.84362
C -0.47525 -0.27150 -1.92915
C -1.50213 -0.79243 0.36357
N 2.64567 -0.04006 1.36640
N -1.28431 1.58786 -0.22305
N 0.53900 0.41560 0.41559
N -0.65766 0.33113 -0.16334
O 1.31435 -1.76312 0.63887
H -1.33761 -0.01657 -2.34570
H 0.39759 0.21712 -2.31846
H -0.31911 -1.38221 -1.93128
H -1.11599 -1.77143 0.35251
H -1.98512 -0.63315 1.31410
H -2.35554 -0.87120 -0.29456
H 3.06143 0.91716 1.52396
H 3.24500 -0.83411 1.83862
H -1.93217 1.66531 0.60908
H -0.72330 2.43518 -0.55013
H 0.96133 1.39562 0.48936
```

Net charge: +1
Gap between HOMO and LUMO: 0.400 hartree
ΔE to the lowest compared entry with this formula, charge and spin: 577.7 kJ/mol

Atom charges from the Mulliken analysis, given in e for atoms 1 to 6: number 1, C, carries 0.56; number 2, C, carries -0.64; number 3, C, carries -0.93; number 4, N, carries -0.43; number 5, N, carries -0.67; number 6, N, carries -0.34